246
Properties=species:S:1:pos:R:3 method="wB97M-V/def2-TZVPD" smiles=COCCNCCOC.COCCNCCOC.COCCNCCOC.COCCNCCOC.COCCNCCOC.COCCNCCOC.COCCNCCOC.COCCNCCOC.COCCNCCOC.OCCO.OCCO.OCCO e_above_lowest_ev=3.341 energy_ev=-127233.1429 homo_energy_ev=-8.6 gap_ev=8.937
C 6.073 12.372 -14.495
O 5.862 11.920 -15.850
C 5.980 10.544 -15.948
C 5.621 10.113 -17.389
N 4.209 10.460 -17.738
C 4.055 10.045 -19.144
C 2.609 10.203 -19.600
O 2.439 9.778 -20.875
C 1.173 10.185 -21.443
H 6.888 11.897 -13.948
H 5.273 12.096 -13.808
H 6.093 13.461 -14.541
H 5.387 10.041 -15.184
H 7.036 10.363 -15.749
H 5.697 9.027 -17.434
H 6.367 10.592 -18.024
H 3.999 11.446 -17.668
H 4.247 8.973 -19.158
H 4.755 10.582 -19.784
H 2.303 11.224 -19.371
H 1.960 9.671 -18.905
H 0.938 11.248 -21.394
H 0.304 9.670 -21.032
H 1.149 9.863 -22.484
C -4.097 12.578 -27.122
O -2.781 12.752 -26.627
C -2.648 13.865 -25.705
C -1.323 13.904 -24.888
N -0.152 13.873 -25.713
C 1.043 13.512 -24.957
C 2.273 13.615 -25.908
O 2.256 12.371 -26.658
C 3.293 12.392 -27.613
H -4.603 11.862 -26.473
H -4.038 12.280 -28.169
H -4.727 13.467 -27.156
H -3.476 13.897 -24.997
H -2.720 14.822 -26.222
H -1.300 13.075 -24.181
H -1.289 14.851 -24.349
H -0.344 13.119 -26.356
H 0.975 12.514 -24.522
H 1.142 14.221 -24.135
H 3.213 13.638 -25.357
H 2.171 14.518 -26.512
H 3.367 11.474 -28.195
H 4.270 12.586 -27.170
H 3.123 13.222 -28.298
C -5.123 13.421 -19.676
O -5.402 12.190 -19.096
C -6.319 12.258 -17.991
C -7.097 10.981 -17.930
N -7.993 10.678 -19.053
C -8.948 11.768 -19.247
C -10.077 11.464 -20.217
O -10.818 10.437 -19.638
C -12.043 10.257 -20.368
H -4.921 14.183 -18.924
H -5.974 13.801 -20.242
H -4.342 13.340 -20.433
H -7.013 13.098 -18.013
H -5.796 12.306 -17.036
H -7.684 11.055 -17.015
H -6.293 10.245 -17.969
H -8.528 9.872 -18.763
H -8.445 12.669 -19.600
H -9.367 12.027 -18.275
H -9.603 11.125 -21.139
H -10.590 12.414 -20.363
H -11.855 9.717 -21.295
H -12.657 11.130 -20.588
H -12.741 9.620 -19.824
C -1.092 7.849 -19.242
O 0.012 8.326 -18.443
C -0.297 8.547 -17.015
C -1.057 9.898 -16.791
N -1.256 10.079 -15.425
C -2.037 11.315 -15.036
C -3.418 11.422 -15.679
O -4.127 12.424 -15.001
C -3.969 13.814 -15.393
H -0.715 7.515 -20.208
H -1.909 8.557 -19.383
H -1.536 6.953 -18.808
H 0.598 8.494 -16.393
H -0.993 7.820 -16.596
H -1.954 9.771 -17.397
H -0.310 10.585 -17.188
H -0.353 10.016 -14.977
H -1.546 12.195 -15.451
H -2.081 11.402 -13.950
H -4.097 10.576 -15.572
H -3.252 11.637 -16.734
H -4.358 14.080 -16.376
H -2.899 14.017 -15.437
H -4.400 14.521 -14.685
C 1.872 15.930 -21.427
O 1.138 16.321 -22.547
C 0.739 17.702 -22.558
C -0.124 17.961 -23.836
N 0.585 17.533 -25.069
C -0.332 17.487 -26.213
C -0.557 18.900 -26.873
O -1.668 19.456 -26.293
C -1.738 20.822 -26.751
H 2.161 14.887 -21.297
H 1.499 16.169 -20.431
H 2.853 16.406 -21.447
H 1.648 18.303 -22.583
H 0.228 17.921 -21.620
H -0.425 19.001 -23.960
H -1.096 17.474 -23.760
H 0.854 16.601 -24.789
H -1.264 16.946 -26.048
H 0.125 16.934 -27.033
H -0.596 18.737 -27.950
H 0.347 19.507 -26.830
H -1.159 21.614 -26.276
H -2.750 21.141 -26.500
H -1.536 20.980 -27.811
C -9.143 19.811 -28.718
O -8.168 19.932 -27.665
C -6.812 19.950 -28.105
C -5.641 19.742 -27.108
N -5.553 18.382 -26.629
C -4.345 18.095 -25.812
C -4.493 16.773 -25.125
O -5.574 16.667 -24.223
C -5.592 15.461 -23.450
H -10.128 19.879 -28.257
H -9.116 18.880 -29.285
H -9.032 20.600 -29.462
H -6.560 20.883 -28.609
H -6.773 19.288 -28.970
H -5.791 20.425 -26.272
H -4.687 19.963 -27.586
H -6.304 18.274 -25.963
H -4.213 18.929 -25.123
H -3.464 18.150 -26.452
H -3.483 16.611 -24.748
H -4.651 16.072 -25.944
H -6.621 15.196 -23.208
H -4.918 15.533 -22.596
H -5.388 14.630 -24.125
C -4.504 17.450 -14.108
O -4.070 18.181 -12.973
C -5.034 18.716 -12.137
C -4.383 19.084 -10.885
N -5.153 19.991 -10.014
C -4.340 20.157 -8.766
C -5.179 20.453 -7.571
O -5.706 21.844 -7.651
C -6.214 22.310 -6.406
H -4.850 18.245 -14.769
H -5.262 16.703 -13.873
H -3.714 16.895 -14.615
H -5.885 18.064 -11.942
H -5.414 19.630 -12.592
H -3.331 19.342 -11.002
H -4.225 18.166 -10.319
H -5.989 19.509 -9.717
H -3.550 20.902 -8.863
H -3.857 19.207 -8.536
H -4.586 20.340 -6.664
H -6.077 19.837 -7.586
H -5.501 22.170 -5.593
H -7.052 21.668 -6.136
H -6.554 23.331 -6.577
C -1.421 16.567 -17.203
O -0.360 16.638 -16.256
C 0.140 15.386 -15.802
C 1.501 15.669 -15.020
N 2.304 14.512 -14.586
C 2.723 13.592 -15.611
C 3.297 14.284 -16.863
O 3.650 13.296 -17.798
C 4.345 13.820 -18.902
H -1.136 16.188 -18.184
H -1.914 17.520 -17.396
H -2.232 15.903 -16.906
H 0.127 14.568 -16.523
H -0.477 15.177 -14.929
H 1.269 16.192 -14.093
H 2.058 16.426 -15.571
H 1.665 13.953 -14.039
H 1.868 12.936 -15.775
H 3.458 12.895 -15.207
H 4.182 14.860 -16.592
H 2.596 15.003 -17.287
H 3.990 14.730 -19.385
H 4.476 13.029 -19.641
H 5.378 14.066 -18.660
C -0.297 12.649 -18.853
O -0.953 13.780 -19.369
C -0.948 13.873 -20.791
C -1.376 15.324 -21.026
N -2.708 15.498 -20.643
C -3.026 16.974 -20.475
C -4.376 17.150 -19.747
O -4.251 16.764 -18.366
C -5.439 17.087 -17.641
H -0.498 12.633 -17.782
H 0.779 12.794 -18.951
H -0.710 11.718 -19.241
H -1.563 13.177 -21.361
H 0.045 13.669 -21.192
H -1.175 15.620 -22.056
H -0.679 15.970 -20.494
H -2.746 15.090 -19.720
H -3.133 17.391 -21.477
H -2.228 17.533 -19.985
H -5.131 16.655 -20.357
H -4.618 18.208 -19.646
H -5.345 16.843 -16.583
H -6.320 16.583 -18.039
H -5.694 18.144 -17.713
O -6.580 21.778 -18.954
C -5.735 20.961 -19.749
C -6.667 20.211 -20.803
O -7.460 19.204 -20.132
H -6.166 21.957 -18.106
H -4.908 21.517 -20.192
H -5.328 20.226 -19.054
H -6.039 19.735 -21.556
H -7.363 20.891 -21.294
H -8.047 19.738 -19.592
O -7.482 15.004 -15.937
C -8.295 14.074 -15.222
C -7.636 13.853 -13.817
O -8.464 12.969 -13.059
H -7.934 15.193 -16.762
H -9.327 14.406 -15.111
H -8.361 13.170 -15.827
H -7.543 14.800 -13.286
H -6.578 13.608 -13.909
H -8.032 12.112 -13.061
O -9.104 14.799 -21.110
C -8.518 15.608 -20.138
C -9.430 15.939 -18.948
O -9.485 15.071 -17.837
H -8.471 14.282 -21.613
H -7.558 15.192 -19.833
H -8.402 16.525 -20.717
H -10.432 16.263 -19.230
H -9.070 16.862 -18.494
H -10.371 15.099 -17.468